1.
Formula: C21H47B2F8N5NaO5
Source: the OMol25 dataset
Level of theory: wB97M-V/def2-TZVPD

DFT total energy   -2489.78242 Eh
Spin multiplicity   1
Total charge   -1
HOMO level   -6.02 eV
Orbital gap   7.47 eV

Element x y z (Å)
Na1 -3.48017 -1.56242 1.21465
B1 -5.72356 -1.85053 -0.42964
F1 -5.53682 -0.83531 0.53233
F2 -7.04711 -1.76591 -0.90366
F3 -4.90076 -1.42358 -1.50662
F4 -5.31979 -3.03505 0.08910
B2 -1.45651 -0.70283 -0.44612
F5 -1.61742 -2.04980 -0.44412
F6 -0.16564 -0.37447 -0.85833
F7 -2.35265 -0.24764 -1.33517
F8 -1.76735 -0.02103 0.70764
C1 3.90704 -0.50949 -0.95167
C2 3.98586 -1.47290 0.23289
C3 4.51455 -0.66059 1.39010
C4 4.37223 -1.43360 2.78862
C5 2.89422 -1.81063 3.01909
C6 2.35759 -2.76217 1.83554
N1 2.68395 -2.04341 0.56661
O1 1.91626 -2.48437 -0.53902
C7 2.88406 -4.17874 1.87699
C8 0.84198 -2.82429 2.08537
C9 4.94393 -2.54521 -0.08731
H1 3.63150 -1.14492 -1.79334
H2 4.84876 -0.08692 -1.30197
H3 3.19392 0.30400 -0.81833
H4 5.58284 -0.48889 1.25824
H5 4.01551 0.30798 1.42049
H6 4.75681 -0.85015 3.62515
H7 4.91563 -2.37713 2.73782
H8 2.29555 -0.92824 3.24508
H9 2.81554 -2.38562 3.94174
H10 3.97258 -4.17651 1.93368
H11 2.59413 -4.79362 2.72903
H12 2.65860 -4.73739 0.96860
H13 0.62214 -3.30904 3.03658
H14 0.42052 -1.81989 2.04474
H15 0.28296 -3.28031 1.26829
H16 5.21014 -3.22086 0.72555
H17 5.82249 -2.14715 -0.59504
H18 4.48308 -3.22826 -0.80086
H19 1.19490 -1.85444 -0.47250
C10 -2.53814 3.12018 -2.61501
O2 -2.88911 2.05771 -3.17057
N2 -1.37743 3.42286 -2.05658
C11 -1.09660 4.60379 -1.28029
C12 -0.32022 2.39219 -2.08280
H20 -3.25585 3.95025 -2.70491
H21 -1.10290 4.52649 -0.19306
H22 -1.92990 5.25171 -1.55217
H23 -0.22193 5.15186 -1.63053
H24 -0.61888 1.39291 -2.39956
H25 0.52885 2.73713 -2.67288
H26 -0.04632 2.26607 -1.03534
C13 -4.89612 4.25912 0.48437
O3 -3.97395 4.73428 -0.20532
N3 -4.73482 3.09243 1.19225
C14 -5.81572 2.42987 1.99008
C15 -3.49896 2.30158 1.03078
H27 -5.83656 4.77421 0.73430
H28 -6.19636 1.50845 1.54941
H29 -6.64781 3.10893 2.17615
H30 -5.61971 2.20360 3.03817
H31 -3.79973 1.35580 0.58007
H32 -2.73992 2.90036 0.52739
H33 -3.22563 2.11797 2.06986
C16 0.99291 2.92528 1.36282
O4 1.47570 4.03004 1.07575
N4 0.14493 2.69000 2.35648
C17 -0.46437 3.71729 3.26006
C18 -0.16851 1.33202 2.68631
H34 1.27875 1.96213 0.91244
H35 -0.52408 3.31647 4.27192
H36 -1.43455 4.10862 2.95394
H37 0.27454 4.51512 3.33483
H38 0.32101 0.53982 2.11984
H39 0.06803 1.24627 3.74687
H40 -1.23813 1.13696 2.60908
C19 -0.02734 -1.58376 -3.81212
O5 -1.22768 -1.49618 -4.16445
N5 0.86797 -2.30755 -4.48247
C20 2.31639 -2.52338 -4.10596
C21 0.44165 -3.22470 -5.58421
H41 0.34934 -0.97464 -2.97588
H42 2.59175 -3.57751 -4.07290
H43 2.46737 -2.19515 -3.07758
H44 3.07374 -2.03607 -4.72001
H45 0.25034 -4.12421 -4.99908
H46 -0.45443 -2.94142 -6.13639
H47 1.22653 -3.38362 -6.32367

=====

2.
Formula: C21H47HgN2O7S2
Source: the OMol25 dataset
Level of theory: wB97M-V/def2-TZVPD

DFT total energy   -2413.82024 Eh
Spin multiplicity   1
Total charge   +1
HOMO level   -10.78 eV
Relative energy (zero: lowest compared OMol25 entry of this formula, charge and spin)   0.000 eV
Orbital gap   1.74 eV

Element x y z (Å)
Hg1 5.31383 -0.21372 -2.63066
O1 2.01948 1.32698 -0.53004
C1 3.11459 0.92959 -1.14451
O2 4.21863 1.14102 -0.63770
O3 3.02596 0.43400 -2.26269
H1 1.51132 0.94621 -1.25003
C2 -3.20870 -0.81578 -2.54417
C3 -2.65939 -2.21037 -2.56891
N1 -1.30094 -2.39466 -2.06219
C4 -0.91210 -3.80068 -2.32145
C5 -1.78012 -4.77985 -1.40393
C6 -0.27104 -1.42353 -2.57879
C7 -0.05879 -1.44680 -4.07553
H2 -3.30130 -0.56051 -1.48854
H3 -4.20542 -0.78052 -2.98396
H4 -2.63438 -0.00594 -2.99407
H5 -3.26685 -2.80018 -1.88247
H6 -2.84886 -2.62697 -3.55818
H7 -0.88478 -3.98606 -3.39523
H8 0.10548 -3.83728 -1.93249
H9 -1.49301 -5.82796 -1.48838
H10 -1.65947 -4.50560 -0.35592
H11 -2.84074 -4.72077 -1.64822
H12 0.70633 -1.63126 -2.14326
H13 -0.58359 -0.43162 -2.25242
H14 -0.92563 -1.11059 -4.64442
H15 0.28227 -2.42092 -4.42606
H16 0.70004 -0.70138 -4.31350
C8 -0.67994 0.01081 1.18696
C9 -1.55704 -1.14600 1.62693
N2 -1.34431 -1.47293 3.06675
C10 -1.79603 -0.48092 4.08442
C11 -1.13268 -0.70415 5.44069
C12 -1.57005 -2.84391 3.37486
C13 -3.03768 -3.23703 3.13040
H17 -0.74046 0.89958 1.81508
H18 -0.92461 0.45312 0.22125
H19 0.33845 -0.36098 1.07404
H20 -2.60960 -0.91830 1.45850
H21 -1.35122 -1.97471 0.94946
H22 -1.56438 0.55355 3.83085
H23 -2.87409 -0.43607 4.23893
H24 -1.39107 -1.71049 5.77025
H25 -0.06034 -0.77305 5.25781
H26 -1.35687 -0.01545 6.25526
H27 -1.19956 -3.18564 4.34133
H28 -0.93815 -3.36886 2.65846
H29 -3.47130 -2.90941 2.18555
H30 -3.70010 -2.81921 3.88851
H31 -3.07765 -4.32617 3.11374
C14 0.35536 2.87593 -3.26351
C15 1.67453 3.16296 -3.86446
C16 1.42197 4.41545 -4.76104
S1 -0.02882 4.05394 -5.77094
O4 0.42323 3.19025 -6.82157
O5 -0.81481 5.25699 -6.09602
C17 -0.74041 3.07865 -4.35461
H32 0.20918 3.39716 -2.31744
H33 0.33212 1.81055 -3.03428
H34 2.03223 2.35408 -4.50154
H35 2.32300 3.33332 -3.00506
H36 2.22459 4.73472 -5.42585
H37 1.09229 5.24759 -4.13898
H38 -1.17562 2.16943 -4.76936
H39 -1.61846 3.54561 -3.90843
C18 2.07898 1.53981 3.07131
C19 3.62718 1.62348 3.17586
C20 4.04991 1.39037 4.56865
S2 2.69071 1.96915 5.62342
O6 3.04125 3.28130 6.23699
O7 2.13933 0.90733 6.50562
C21 1.58432 2.26847 4.34187
H40 1.74216 0.50544 3.14003
H41 1.69092 1.76038 2.07690
H42 3.97562 2.62099 2.90813
H43 4.08480 0.94178 2.45896
H44 4.95177 1.92215 4.87189
H45 4.23513 0.32383 4.69631
H46 1.67539 3.34365 4.18766
H47 0.59784 1.99638 4.71727

=====

3.
Formula: C21H47LaNO2SSi2
Source: the OMol25 dataset
Level of theory: wB97M-V/def2-TZVPD

DFT total energy   -2042.08570 Eh
Spin multiplicity   1
Total charge   +1
HOMO level   -9.72 eV
Orbital gap   7.35 eV

Element x y z (Å)
O1 0.41197 1.32727 -1.07175
O2 -1.66416 -0.18109 -2.65660
C1 -0.40172 2.57370 -1.13512
C2 0.47940 3.74660 -0.79971
H1 -1.23381 2.49676 -0.42263
H2 -0.83008 2.59211 -2.14497
H3 1.07076 3.56845 0.10862
H4 -0.14318 4.62394 -0.62349
H5 1.16978 3.98280 -1.61322
C3 1.22524 1.02080 -2.26393
C4 0.74838 1.61171 -3.56395
H6 1.27901 -0.07563 -2.32707
H7 2.23398 1.37418 -2.02788
H8 -0.13511 1.09179 -3.94239
H9 1.54657 1.46622 -4.30122
H10 0.56289 2.68272 -3.46694
C5 -1.18305 -1.71160 -2.84544
C6 -3.18416 0.12607 -2.85071
C7 -0.67843 -1.77977 -4.24913
H11 -2.07534 -2.30655 -2.61219
H12 -0.38540 -1.82994 -2.10175
H13 -1.46243 -1.56548 -4.98609
H14 -0.29893 -2.79580 -4.40806
H15 0.15868 -1.08829 -4.42393
C8 -3.50384 -0.00328 -4.30716
H16 -3.28267 1.13932 -2.44855
H17 -3.73989 -0.59054 -2.23652
H18 -2.93808 0.72479 -4.91132
H19 -4.57638 0.23293 -4.38242
H20 -3.32865 -1.03362 -4.66155
H21 -1.54829 0.00271 -1.67815
La1 0.49468 0.05340 0.97060
C9 -2.06506 0.06703 0.15299
Si1 -3.11035 -0.52066 1.54336
H22 -2.30780 1.12897 -0.00290
H23 -2.58688 -0.57060 -0.58583
C10 -4.66636 0.50876 1.60347
C11 -2.12701 -0.43960 3.14285
C12 -3.51694 -2.30245 1.11522
C13 2.58357 1.22080 0.99204
Si2 3.74853 -0.03544 0.31100
H24 2.68987 1.40319 2.09099
H25 2.69084 2.19875 0.47313
C14 4.79873 0.69338 -1.07890
C15 2.88955 -1.56415 -0.44058
C16 4.80886 -0.63550 1.73317
H26 -3.24882 -2.50949 0.06456
H27 -4.59268 -2.50591 1.23919
H28 -2.93193 -2.97126 1.76721
H29 -4.43949 1.53508 1.95209
H30 -5.41364 0.05397 2.27511
H31 -5.12953 0.57614 0.59904
H32 -1.41102 0.40290 3.16679
H33 -1.55326 -1.36731 3.31165
H34 -2.80848 -0.30573 3.99870
H35 3.13792 -1.59260 -1.51069
H36 1.79469 -1.73743 -0.37185
H37 3.34717 -2.44834 0.02862
H38 5.70134 -1.17600 1.38486
H39 4.22976 -1.29036 2.40584
H40 5.14641 0.24339 2.30157
H41 5.71332 0.10117 -1.23445
H42 5.10501 1.71612 -0.81378
H43 4.26833 0.73066 -2.04307
S1 1.07176 -2.42965 2.24057
C17 1.24955 -1.51341 3.68644
C18 1.68102 -2.11804 4.89603
C19 1.63063 -1.39603 6.07625
C20 1.23294 -0.05786 6.01445
C21 0.92739 0.51706 4.78515
N1 0.91846 -0.17725 3.61444
H44 2.01006 -3.15477 4.83136
H45 1.90243 -1.87254 7.01791
H46 1.17810 0.54459 6.91318
H47 0.66526 1.57376 4.73741